A | {
  "formula": "C4HNO",
  "method": "ωB97M-V/def2-TZVPD",
  "homo_lumo_gap_ev": 10.16,
  "multiplicity": 1,
  "species": ["O", "C", "C", "C", "C", "N", "H"],
  "coordinates": [[-0.051, 2.109, 1.297], [0.320, 0.964, 1.378], [0.043, 0.004, 0.323], [-0.239, -0.742, -0.583], [-0.802, -1.160, -1.773], [-1.353, -1.312, -2.780], [0.876, 0.562, 2.236]]
}



B | {
  "formula": "C4HNO",
  "method": "ωB97M-V/def2-TZVPD",
  "homo_lumo_gap_ev": 9.27,
  "multiplicity": 1,
  "species": ["C", "C", "C", "C", "H", "N", "O"],
  "coordinates": [[0.414, -0.063, 0.346], [-0.726, -0.904, 0.039], [-1.246, -2.048, -0.483], [0.089, 1.296, -0.266], [-2.102, -2.870, -0.703], [-0.150, 2.470, -0.345], [1.496, -0.514, 0.662]]
}



Quick ranking, most stable first: A, B.